Record 1
This record from the OMol25 dataset describes C2H2N2O4 in the gas phase. The level of theory is wB97M-V/def2-TZVPD.

```
! wB97M-V def2-TZVPD RIJCOSX def2/J DEFGRID3
* xyz 0 1
H -0.603 -0.774 -2.085
N 0.379 -0.844 -1.650
C 0.031 -0.348 -0.540
O -1.194 0.252 -0.489
C -1.301 0.856 0.680
O -2.334 1.147 1.199
O -0.027 0.736 1.219
N 0.607 -0.326 0.759
O 1.982 -0.011 0.131
H 2.458 -0.687 0.777
*
```

Summary:
relative energy (zero: lowest compared OMol25 entry of this formula, charge and spin)	83.71	kcal/mol
SMILES	[H]/N=c1\oc(=O)on1O
E_tot	-13271.54607	eV
HOMO-LUMO gap	0.417	hartree
strongest force on any atom	6.1	eV/Å
E_HOMO	-11.101	eV

=====

Record 2
This record from the OMol25 dataset describes 2 unconnected molecules or ions with the total composition C2H8NOPS. The level of theory is wB97M-V/def2-TZVPD.

```
! wB97M-V def2-TZVPD RIJCOSX def2/J DEFGRID3
* xyz 0 1
H -1.545 -2.544 -1.238
P -0.224 -2.291 -0.887
C -0.615 -1.415 0.514
N 0.322 -0.957 1.384
H -1.635 -1.218 0.812
H 0.085 -0.212 2.017
H 1.289 -1.030 1.112
C 0.555 2.563 -0.337
S -1.059 1.721 -0.261
O -1.060 0.896 -1.680
H 1.347 1.910 0.021
H 0.483 3.450 0.281
H 0.729 2.839 -1.373
H -0.787 -0.033 -1.555
*
```

Summary:
relative energy (zero: lowest compared OMol25 entry of this formula, charge and spin)	94.72	kcal/mol
SMILES	[H]/P=C/N.CSO
E_tot	-25863.68810	eV
HOMO-LUMO gap	0.324	hartree
strongest force on any atom	0.8	eV/Å
E_HOMO	-8.234	eV

=====

Record 3
This record from the OMol25 dataset describes a molecular structure, C18H22MnN6. The level of theory is wB97M-V/def2-TZVPD.

```
! wB97M-V def2-TZVPD RIJCOSX def2/J DEFGRID3
* xyz 2 6
Mn 0.197 0.015 0.236
C 3.157 3.636 1.606
C 3.016 2.593 0.490
C 4.367 2.337 -0.179
C 2.368 1.317 1.009
C 2.813 0.038 0.647
C 2.228 -1.124 1.163
C 1.234 -1.070 2.151
C 0.713 -2.317 2.816
C 0.807 0.212 2.549
C 1.328 1.369 1.957
H 3.728 4.486 1.234
H 3.692 3.224 2.465
H 2.197 4.026 1.946
H 2.339 3.005 -0.268
H 5.071 1.862 0.510
H 4.800 3.287 -0.487
H 4.293 1.722 -1.079
H 3.678 -0.069 0.007
H 2.634 -2.087 0.880
H -0.176 -2.708 2.316
H 0.444 -2.111 3.852
H 1.467 -3.102 2.804
H 0.110 0.308 3.374
H 1.002 2.329 2.330
N 2.219 0.417 -2.622
C 0.930 0.215 -2.929
N 0.636 0.147 -4.210
C -0.656 -0.022 -4.499
N -1.010 -0.113 -5.769
N -1.657 -0.097 -3.576
C -1.263 -0.036 -2.345
N 0.018 0.100 -1.911
C -2.330 -0.118 -1.300
C -3.664 -0.192 -1.639
C -4.609 -0.258 -0.625
C -4.188 -0.250 0.695
C -2.836 -0.177 0.954
N -1.922 -0.110 -0.024
H 2.880 0.479 -3.378
H 2.538 0.477 -1.674
H -0.307 -0.051 -6.488
H -1.978 -0.229 -6.018
H -3.938 -0.197 -2.683
H -5.662 -0.315 -0.865
H -4.891 -0.301 1.514
H -2.468 -0.170 1.972
*
```

Summary:
E_tot	-59272.98038	eV
<S²>	8.75
HOMO-LUMO gap (spin up / spin down)	0.340 / 0.310	hartree
strongest force on any atom	0.9	eV/Å
E_HOMO (spin up / spin down)	-15.704 / -15.742	eV

=====

Record 4
This record from the OMol25 dataset describes C16H16N2O2S in the gas phase. The level of theory is wB97M-V/def2-TZVPD.

```
! wB97M-V def2-TZVPD RIJCOSX def2/J DEFGRID3
* xyz 0 1
O -1.449 -2.745 -0.848
S -0.818 -1.499 -0.531
O 0.192 -1.033 -1.444
N -0.255 -1.629 1.046
C 0.858 -2.549 1.231
C 2.185 -1.830 1.527
C 2.431 -0.756 0.520
C 3.015 -0.893 -0.705
N 2.953 0.284 -1.394
C 2.282 1.201 -0.645
C 1.934 2.517 -0.923
C 1.250 3.220 0.046
C 0.929 2.635 1.274
C 1.274 1.332 1.559
C 1.952 0.588 0.590
C -2.026 -0.210 -0.280
C -3.265 -0.532 0.238
C -4.174 0.484 0.486
C -3.828 1.800 0.220
C -2.581 2.109 -0.301
C -1.671 1.096 -0.555
H -0.042 -0.707 1.401
H 0.608 -3.230 2.052
H 0.940 -3.134 0.311
H 2.136 -1.395 2.528
H 2.992 -2.565 1.509
H 3.480 -1.758 -1.137
H 3.222 0.403 -2.355
H 2.187 2.971 -1.870
H 0.960 4.243 -0.141
H 0.400 3.221 2.011
H 1.034 0.904 2.523
H -3.494 -1.568 0.427
H -5.148 0.251 0.888
H -4.538 2.590 0.416
H -2.316 3.134 -0.509
H -0.694 1.295 -0.966
*
```

Summary:
relative energy (zero: lowest compared OMol25 entry of this formula, charge and spin)	37.09	kcal/mol
SMILES	O=S(=O)(NCCc1c[nH]c2ccccc12)c1ccccc1
E_tot	-34762.10322	eV
HOMO-LUMO gap	0.321	hartree
strongest force on any atom	0.8	eV/Å
E_HOMO	-7.928	eV

=====

Record 5
This record from the OMol25 dataset describes 2 unconnected molecules or ions with the total composition C3H3N2OS. The level of theory is wB97M-V/def2-TZVPD.

```
! wB97M-V def2-TZVPD RIJCOSX def2/J DEFGRID3
* xyz -1 1
C -0.989 -0.926 0.040
C 0.068 1.635 -0.693
C 0.261 -0.471 -0.156
N 0.864 2.439 -0.489
N 1.402 -1.030 -0.109
O 1.781 -2.070 -0.799
S -2.449 -0.319 -0.455
H -0.958 -1.870 0.588
H -0.895 1.241 -0.918
H 2.223 -0.731 0.580
*
```

Summary:
relative energy (zero: lowest compared OMol25 entry of this formula, charge and spin)	91.62	kcal/mol
E_tot	-19018.95593	eV
HOMO-LUMO gap (spin up / spin down)	0.271 / 0.271	hartree
strongest force on any atom	2.9	eV/Å
E_HOMO (spin up / spin down)	-3.640 / -3.640	eV

=====

Record 6
This record from the OMol25 dataset describes C2H4ClFO in the gas phase. The level of theory is wB97M-V/def2-TZVPD.

```
! wB97M-V def2-TZVPD RIJCOSX def2/J DEFGRID3
* xyz 0 1
O -1.846 -0.868 -0.424
C -1.279 -0.069 0.606
C 0.200 0.454 0.486
F 0.036 1.483 -0.455
Cl 1.501 -0.570 -0.078
H -1.813 -0.351 -1.201
H -1.913 0.904 0.383
H -1.428 -0.522 1.608
H 0.550 0.935 1.466
*
```

Summary:
relative energy (zero: lowest compared OMol25 entry of this formula, charge and spin)	14.12	kcal/mol
SMILES	OC[C@H](F)Cl
E_tot	-19425.28579	eV
HOMO-LUMO gap	0.423	hartree
strongest force on any atom	2.7	eV/Å
E_HOMO	-10.684	eV

=====

Record 7
This record from the OMol25 dataset describes 2 unconnected molecules or ions with the total composition C5H15NSi2. The level of theory is wB97M-V/def2-TZVPD.

```
! wB97M-V def2-TZVPD RIJCOSX def2/J DEFGRID3
* xyz 0 1
C 0.309 -1.779 -1.220
Si 1.238 -1.275 0.243
C 3.068 -0.833 0.153
C 0.570 -1.351 1.954
H 0.380 -1.372 -2.148
H -0.719 -2.288 -1.087
H 3.427 -0.571 1.183
H 3.534 -1.631 -0.266
H 3.145 0.103 -0.531
H 0.567 -0.481 2.529
H -0.536 -1.664 2.092
H 1.115 -1.835 2.711
C -2.502 1.766 0.937
Si -0.991 1.544 -0.317
C -1.557 0.947 -2.110
N 0.577 1.671 0.261
H -2.019 2.124 1.788
H -3.170 2.406 0.460
H -2.896 0.801 0.946
H -0.759 0.356 -2.541
H -2.479 0.479 -2.090
H -1.667 1.675 -2.794
H 1.365 1.209 -0.151
*
```

Summary:
relative energy (zero: lowest compared OMol25 entry of this formula, charge and spin)	86.74	kcal/mol
SMILES	C=[Si](C)C.C[Si](C)=N
E_tot	-22670.20521	eV
HOMO-LUMO gap	0.282	hartree
strongest force on any atom	5.3	eV/Å
E_HOMO	-7.304	eV

=====

Record 8
This record from the OMol25 dataset describes CH2ClPS in the gas phase. The level of theory is wB97M-V/def2-TZVPD.

```
! wB97M-V def2-TZVPD RIJCOSX def2/J DEFGRID3
* xyz 0 1
S 2.977 -0.169 -0.317
P 1.676 -1.438 0.358
C 0.116 -0.546 -0.038
Cl -1.344 -1.775 -0.216
H 0.042 0.023 -0.941
H -0.336 0.277 0.696
*
```

Summary:
relative energy (zero: lowest compared OMol25 entry of this formula, charge and spin)	24.82	kcal/mol
SMILES	S=PCCl
E_tot	-33715.04707	eV
HOMO-LUMO gap	0.280	hartree
strongest force on any atom	3.8	eV/Å
E_HOMO	-9.400	eV

=====

Record 9
This record from the OMol25 dataset describes 2 unconnected molecules or ions with the total composition C5H11IN. The level of theory is wB97M-V/def2-TZVPD.

```
! wB97M-V def2-TZVPD RIJCOSX def2/J DEFGRID3
* xyz 1 3
C -1.296 -1.727 -0.025
C -0.382 -0.666 0.574
C -0.509 1.747 0.674
C 0.073 0.662 -1.558
C -0.145 0.613 -0.111
N 0.113 -1.899 0.021
I 3.127 0.499 0.546
H -1.859 -2.399 0.652
H -1.599 -1.623 -0.974
H -0.513 -0.685 1.588
H -0.336 1.825 1.775
H -1.566 1.804 0.797
H -0.200 2.648 0.119
H 0.632 -0.096 -1.907
H -0.985 0.364 -2.021
H 0.545 1.563 -1.788
H 0.347 -2.707 0.562
H 4.554 0.077 1.078
*
```

Summary:
relative energy (zero: lowest compared OMol25 entry of this formula, charge and spin)	73.87	kcal/mol
E_tot	-14940.35155	eV
<S²>	2.01
HOMO-LUMO gap (spin up / spin down)	0.220 / 0.111	hartree
strongest force on any atom	4.5	eV/Å
E_HOMO (spin up / spin down)	-10.484 / -12.895	eV